Record 1
The following is a quantum chemistry calculation of a structure of composition C31H30ClDyP2, from the Open Molecules 2025 dataset.

Its charge is +2. The energy above the lowest of the compared OMol25 structures with the same formula, charge and spin is 145.61 kJ/mol. As for the spin multiplicity: 6. For the highest occupied orbital energy (spin up / spin down), the calculation gives -14.480 / -14.501 eV.

The geometry in XYZ format:
```
65
C31H30ClDyP2 | the Open Molecules 2025 dataset | ωB97M-V/def2-TZVPD
Dy -0.74 -0.37 0.08
Cl -2.72 0.99 -0.53
P 1.81 -1.32 -0.39
C 3.10 -1.99 0.70
C 4.46 -1.84 0.40
C 5.44 -2.22 1.32
C 5.08 -2.66 2.60
C 3.72 -2.79 2.92
C 2.74 -2.53 1.96
C 0.71 -2.77 -0.80
C -0.44 -2.53 -1.62
C -1.25 -3.61 -1.98
C -0.96 -4.89 -1.50
C 0.15 -5.12 -0.68
C 1.00 -4.06 -0.36
C 2.60 -0.98 -1.98
C 2.46 0.29 -2.58
C 3.03 0.52 -3.83
C 3.76 -0.49 -4.48
C 3.89 -1.75 -3.88
C 3.29 -2.00 -2.64
H -0.63 -1.53 -2.09
H -2.10 -3.45 -2.65
H -1.60 -5.74 -1.79
H 0.36 -6.12 -0.31
H 1.89 -4.24 0.25
H 4.76 -1.43 -0.57
H 6.49 -2.15 1.03
H 5.85 -2.89 3.34
H 3.43 -3.11 3.92
H 1.70 -2.77 2.19
H 1.90 1.08 -2.06
H 2.92 1.50 -4.31
H 4.22 -0.29 -5.45
H 4.45 -2.54 -4.37
H 3.37 -2.98 -2.18
H 7.38 0.56 0.46
H 7.30 0.83 -0.23
C 2.58 1.11 1.92
P 0.82 1.40 1.50
C 0.41 3.12 1.99
C -0.74 3.76 1.46
C -1.03 5.07 1.83
C -0.18 5.76 2.71
C 0.92 5.11 3.27
C 1.19 3.78 2.94
C -0.05 0.38 2.79
C -0.56 -0.91 2.40
C -1.82 -1.31 2.91
C -2.39 -0.56 3.95
C -1.70 0.50 4.52
C -0.50 0.95 3.98
H 2.84 1.62 2.85
H 3.21 1.48 1.11
H 2.76 0.03 2.06
H -1.40 3.22 0.78
H -1.92 5.57 1.43
H -0.38 6.80 2.96
H 1.58 5.63 3.97
H 2.00 3.25 3.45
H 0.11 -1.63 1.85
H -2.32 -2.21 2.53
H -3.38 -0.82 4.32
H -2.11 1.01 5.40
H 0.06 1.79 4.42
```

Löwdin charges in e: number 1, Dy, carries 1.0523; number 2, Cl, carries -0.0859; number 3, P, carries 0.9807; number 4, C, carries -0.3881; number 5, C, carries -0.0695; number 6, C, carries -0.0486; number 7, C, carries -0.0382; number 8, C, carries -0.0523; number 9, C, carries -0.1279; number 10, C, carries -0.4033; number 11, C, carries -0.1927; number 12, C, carries -0.0425; number 13, C, carries -0.0301; number 14, C, carries -0.0184; number 15, C, carries -0.0605; number 16, C, carries -0.3881; number 17, C, carries -0.0912; number 18, C, carries -0.0570; number 19, C, carries -0.0348; number 20, C, carries -0.0388; number 21, C, carries -0.0908; number 22, H, carries 0.0920; number 23, H, carries 0.1307; number 24, H, carries 0.1284; number 25, H, carries 0.1273; number 26, H, carries 0.1104; number 27, H, carries 0.1058; number 28, H, carries 0.1153; number 29, H, carries 0.1245; number 30, H, carries 0.1205; number 31, H, carries 0.0949; number 32, H, carries 0.0984; number 33, H, carries 0.1215; number 34, H, carries 0.1235; number 35, H, carries 0.1203; number 36, H, carries 0.1192; number 37, H, carries 0.0067; number 38, H, carries 0.0152; number 39, C, carries -0.2194; number 40, P, carries 0.9297; number 41, C, carries -0.3793; number 42, C, carries -0.0824; number 43, C, carries -0.0467; number 44, C, carries -0.0403; number 45, C, carries -0.0499; number 46, C, carries -0.1013; number 47, C, carries -0.3598; number 48, C, carries -0.3091; number 49, C, carries -0.0569; number 50, C, carries -0.0300; number 51, C, carries -0.0007; number 52, C, carries -0.0322; number 53, H, carries 0.0498; number 54, H, carries 0.0633; number 55, H, carries 0.0253; number 56, H, carries 0.0605; number 57, H, carries 0.1203; number 58, H, carries 0.1217; number 59, H, carries 0.1209; number 60, H, carries 0.0948; number 61, H, carries 0.0649; number 62, H, carries 0.1323; number 63, H, carries 0.1319; number 64, H, carries 0.1357; number 65, H, carries 0.1283

Record 2
The following is a quantum chemistry calculation of a structure of composition C31H30ClN4O9RuSSi, from the Open Molecules 2025 dataset.

Its charge is +1. The energy above the lowest of the compared OMol25 structures with the same formula, charge and spin is 0.00 kJ/mol. As for the spin multiplicity: 5. For the highest occupied orbital energy (spin up / spin down), the calculation gives -11.889 / -11.883 eV.

The geometry in XYZ format:
```
78
C31H30ClN4O9RuSSi | the Open Molecules 2025 dataset | ωB97M-V/def2-TZVPD
Ru -0.77 -0.11 0.13
O -2.62 5.42 0.79
C -2.46 4.86 1.98
O -2.88 5.37 2.98
C -1.74 3.54 2.04
C -1.40 2.90 3.23
Cl -1.49 3.53 4.79
N -0.85 1.69 2.95
N -0.80 1.53 1.62
C -1.34 2.62 1.07
C -1.36 2.63 -0.43
O -1.68 3.59 -1.07
O -0.94 1.50 -0.99
C -0.38 0.64 3.84
C 0.71 -0.12 3.45
C 1.13 -1.18 4.25
C 0.48 -1.45 5.44
C -0.60 -0.67 5.83
C -1.05 0.36 5.02
H -2.25 4.88 0.07
H 1.25 0.11 2.55
H 1.97 -1.78 3.92
H 0.83 -2.26 6.08
H -1.11 -0.87 6.77
H -1.92 0.93 5.32
O -2.75 -0.48 1.96
C -2.05 -1.46 2.13
N -0.90 -1.63 1.38
S -0.26 -3.19 1.49
O 1.12 -3.13 1.85
O -0.66 -3.90 0.32
C -1.31 -3.59 2.86
C -1.27 -4.73 3.63
C -2.22 -4.83 4.64
C -3.17 -3.84 4.85
C -3.20 -2.69 4.06
C -2.25 -2.58 3.06
H -0.53 -5.50 3.47
H -2.22 -5.71 5.28
H -3.90 -3.95 5.65
H -3.92 -1.91 4.21
C 2.19 1.50 -2.37
Si 2.60 -0.22 -1.86
C 4.22 -0.36 -1.01
C 2.41 -1.48 -3.19
C 2.97 -1.25 -4.46
C 2.84 -2.19 -5.47
C 2.17 -3.38 -5.24
C 1.62 -3.64 -3.99
C 1.74 -2.69 -2.97
H 2.77 1.79 -3.25
H 2.43 2.19 -1.56
H 1.13 1.60 -2.60
H 5.03 -0.37 -1.75
H 4.27 -1.28 -0.43
H 4.39 0.49 -0.34
H 3.51 -0.33 -4.66
H 3.27 -1.99 -6.45
H 2.08 -4.12 -6.03
H 1.12 -4.58 -3.80
H 1.32 -2.92 -1.99
C -2.05 -4.36 -2.68
C -2.60 -2.96 -3.01
C -2.13 -2.50 -4.40
C -4.14 -2.94 -2.91
C -2.07 -2.00 -2.03
N -1.69 -1.24 -1.27
H -2.43 -5.05 -3.43
H -2.36 -4.69 -1.69
H -0.96 -4.37 -2.71
H -2.55 -3.20 -5.14
H -1.04 -2.52 -4.48
H -2.49 -1.50 -4.64
H -4.53 -3.67 -3.62
H -4.54 -1.96 -3.15
H -4.47 -3.22 -1.90
O 1.39 -0.80 -0.72
O 1.31 0.12 0.32
```

Löwdin charges in e: number 1, Ru, carries 1.6322; number 2, O, carries 0.1578; number 3, C, carries -0.4866; number 4, O, carries 0.1072; number 5, C, carries -0.0223; number 6, C, carries -0.5498; number 7, Cl, carries 0.8900; number 8, N, carries -0.0156; number 9, N, carries 0.0264; number 10, C, carries -0.1133; number 11, C, carries -0.4823; number 12, O, carries 0.1440; number 13, O, carries -0.1799; number 14, C, carries -0.1867; number 15, C, carries -0.0298; number 16, C, carries -0.0622; number 17, C, carries -0.0573; number 18, C, carries -0.0609; number 19, C, carries -0.0402; number 20, H, carries 0.0780; number 21, H, carries 0.0928; number 22, H, carries 0.1126; number 23, H, carries 0.1161; number 24, H, carries 0.1159; number 25, H, carries 0.0944; number 26, O, carries 0.0650; number 27, C, carries -0.5045; number 28, N, carries -0.2228; number 29, S, carries 0.6657; number 30, O, carries -0.2509; number 31, O, carries -0.2720; number 32, C, carries -0.2065; number 33, C, carries -0.0132; number 34, C, carries -0.0339; number 35, C, carries -0.0319; number 36, C, carries 0.0165; number 37, C, carries -0.1407; number 38, H, carries 0.1331; number 39, H, carries 0.1192; number 40, H, carries 0.1178; number 41, H, carries 0.1351; number 42, C, carries -0.1356; number 43, Si, carries 0.5355; number 44, C, carries -0.1334; number 45, C, carries -0.2340; number 46, C, carries -0.0846; number 47, C, carries -0.0718; number 48, C, carries -0.0736; number 49, C, carries -0.0956; number 50, C, carries -0.0906; number 51, H, carries 0.0503; number 52, H, carries 0.0499; number 53, H, carries 0.0359; number 54, H, carries 0.0515; number 55, H, carries 0.0520; number 56, H, carries 0.0477; number 57, H, carries 0.1064; number 58, H, carries 0.1101; number 59, H, carries 0.1093; number 60, H, carries 0.1013; number 61, H, carries 0.0938; number 62, C, carries -0.0202; number 63, C, carries -0.5569; number 64, C, carries -0.0145; number 65, C, carries -0.0224; number 66, C, carries -0.0385; number 67, N, carries 0.1227; number 68, H, carries 0.1021; number 69, H, carries 0.0874; number 70, H, carries 0.0706; number 71, H, carries 0.1012; number 72, H, carries 0.0792; number 73, H, carries 0.0994; number 74, H, carries 0.0994; number 75, H, carries 0.0970; number 76, H, carries 0.0960; number 77, O, carries -0.3101; number 78, O, carries -0.2730

Record 3
The following is a quantum chemistry calculation of the molecule C31H30ClN7O2, from the Open Molecules 2025 dataset.

The structure (SMILES) is CN(C)CCCC(=O)Nc1ccc(C(=O)Nc2cccc(Nc3ncc(Cl)c(-c4c[nH]c5ccccc45)n3)c2)cc1. As for the spin multiplicity: 1. For the highest occupied orbital energy, the calculation gives -7.730 eV.

The geometry in XYZ format:
```
71
C31H30ClN7O2 | the Open Molecules 2025 dataset | ωB97M-V/def2-TZVPD
C 6.91 1.23 0.18
N 6.38 0.06 0.86
C 6.25 0.30 2.29
H 7.22 0.48 2.78
H 5.61 1.17 2.45
H 5.78 -0.56 2.76
C 7.14 -1.15 0.54
C 6.46 -1.97 -0.56
H 6.16 -1.32 -1.39
H 7.22 -2.66 -0.95
C 5.27 -2.81 -0.08
C 3.88 -2.17 -0.14
O 2.90 -2.85 -0.34
N 3.87 -0.83 0.06
C 2.77 0.02 0.06
C 1.47 -0.44 0.26
C 0.41 0.44 0.25
C 0.61 1.80 0.02
C 1.91 2.25 -0.17
C 2.98 1.38 -0.14
H 3.99 1.75 -0.29
H 2.07 3.31 -0.34
C -0.48 2.83 -0.07
O -0.24 4.00 -0.31
N -1.73 2.33 0.14
C -2.98 2.95 0.06
C -4.07 2.13 0.32
C -5.36 2.61 0.21
C -5.56 3.95 -0.11
C -4.47 4.77 -0.34
C -3.18 4.29 -0.27
H -2.33 4.93 -0.47
H -4.64 5.81 -0.58
H -6.57 4.34 -0.18
N -6.46 1.78 0.42
C -6.51 0.42 0.45
N -5.41 -0.28 0.20
C -5.45 -1.61 0.25
C -6.67 -2.23 0.56
C -7.78 -1.42 0.77
N -7.71 -0.10 0.73
H -8.75 -1.84 0.99
Cl -6.87 -3.95 0.63
C -4.20 -2.28 -0.02
C -3.75 -3.49 0.45
N -2.48 -3.72 0.01
C -2.07 -2.68 -0.77
C -0.88 -2.48 -1.45
C -0.76 -1.31 -2.19
C -1.80 -0.38 -2.25
C -2.98 -0.58 -1.58
C -3.13 -1.74 -0.81
H -3.79 0.13 -1.64
H -1.66 0.51 -2.84
H 0.16 -1.12 -2.72
H -0.07 -3.19 -1.40
H -1.93 -4.54 0.22
H -4.23 -4.20 1.10
H -7.36 2.22 0.52
H -3.91 1.10 0.59
H -1.81 1.34 0.33
H -0.57 0.02 0.41
H 1.29 -1.49 0.41
H 4.78 -0.38 0.24
H 5.43 -3.12 0.96
H 5.20 -3.72 -0.67
H 8.16 -0.89 0.23
H 7.22 -1.77 1.44
H 7.93 1.48 0.50
H 6.27 2.08 0.37
H 6.92 1.04 -0.90
```

Löwdin charges in e: number 1, C, carries -0.0923; number 2, N, carries -0.3252; number 3, C, carries -0.0837; number 4, H, carries 0.0913; number 5, H, carries 0.0878; number 6, H, carries 0.0883; number 7, C, carries -0.2042; number 8, C, carries -0.1708; number 9, H, carries 0.1160; number 10, H, carries 0.1111; number 11, C, carries -0.0938; number 12, C, carries -0.4673; number 13, O, carries 0.0498; number 14, N, carries 0.1399; number 15, C, carries -0.2043; number 16, C, carries -0.0044; number 17, C, carries -0.0231; number 18, C, carries -0.1233; number 19, C, carries -0.0096; number 20, C, carries -0.0046; number 21, H, carries 0.0979; number 22, H, carries 0.1171; number 23, C, carries -0.4102; number 24, O, carries 0.0689; number 25, N, carries 0.1444; number 26, C, carries -0.2068; number 27, C, carries 0.0219; number 28, C, carries -0.2286; number 29, C, carries -0.0408; number 30, C, carries -0.0795; number 31, C, carries -0.0182; number 32, H, carries 0.0975; number 33, H, carries 0.1042; number 34, H, carries 0.1046; number 35, N, carries 0.1280; number 36, C, carries -0.3617; number 37, N, carries 0.1686; number 38, C, carries -0.2191; number 39, C, carries -0.5740; number 40, C, carries -0.1528; number 41, N, carries 0.1266; number 42, H, carries 0.1091; number 43, Cl, carries 0.7038; number 44, C, carries -0.1176; number 45, C, carries -0.0541; number 46, N, carries 0.0961; number 47, C, carries -0.2023; number 48, C, carries -0.0191; number 49, C, carries -0.1002; number 50, C, carries -0.0933; number 51, C, carries -0.0346; number 52, C, carries -0.1130; number 53, H, carries 0.1002; number 54, H, carries 0.1069; number 55, H, carries 0.1091; number 56, H, carries 0.1111; number 57, H, carries 0.1622; number 58, H, carries 0.0957; number 59, H, carries 0.1473; number 60, H, carries 0.0931; number 61, H, carries 0.1065; number 62, H, carries 0.1030; number 63, H, carries 0.0984; number 64, H, carries 0.0895; number 65, H, carries 0.1226; number 66, H, carries 0.1182; number 67, H, carries 0.1186; number 68, H, carries 0.1167; number 69, H, carries 0.0911; number 70, H, carries 0.0785; number 71, H, carries 0.0910